The following is a DFT calculation (ωB97M-V/def2-TZVPD) of a molecular structure, C15H24N4ORuS5Si2.

Summary:
max |F| = 0.5 eV/Å
energy above the lowest of the compared OMol25 structures with the same formula, charge and spin = 48.47 kcal per mole
charge = -1
multiplicity = 2
LUMO (spin up / spin down) = 2.29 / 0.76 eV

```
52
Properties=species:S:1:pos:R:3:forces:R:3:nbo_charge:R:1
Ru 0.097392 0.032734 -0.051178 -0.2753 -0.3348 -0.2639 0.25
O 4.687409 1.029902 4.865442 -0.0006 -0.0327 0.0148 -0.57
C 3.886480 0.861979 3.987956 0.0061 0.0647 -0.0287 0.20
S 2.151139 1.184115 4.173126 -0.0113 -0.0128 -0.0003 0.34
C 1.687566 0.737797 2.547844 -0.0224 0.0033 0.0069 -0.43
C 2.691364 0.317562 1.700937 0.0247 -0.0227 -0.0052 -0.42
S 2.406963 -0.140875 0.101581 0.0116 0.0262 0.0217 0.19
S 4.309508 0.282629 2.367155 0.0064 -0.0121 -0.0020 0.34
S 0.069863 0.832417 2.056134 0.0104 0.0251 0.1538 0.25
N -4.922268 -2.025980 0.077840 0.0105 -0.0330 0.0045 -0.80
C -4.182512 -0.867214 0.061130 0.0302 -0.0304 -0.0086 0.35
C -2.781962 -0.937752 -0.027647 -0.0200 -0.0085 -0.0971 -0.04
N -2.053460 0.164284 -0.076096 -0.0009 0.0550 -0.0063 -0.36
C -2.690935 1.351244 -0.055905 -0.0671 -0.0976 0.0521 -0.05
C -4.064748 1.386143 0.032098 0.0603 0.0489 0.0064 0.02
N -4.823601 0.290593 0.097672 -0.0433 -0.0116 0.0094 -0.44
H -4.444577 -2.862091 0.376027 -0.0021 0.0216 0.0132 0.40
H -5.864786 -1.921088 0.414931 -0.0001 0.0008 -0.0001 0.39
H -2.223492 -1.877492 -0.035478 -0.0524 0.0586 0.0791 0.27
H -2.086462 2.241928 -0.103104 0.0345 0.0357 -0.0101 0.24
H -4.580518 2.338049 0.061852 0.0091 0.0024 -0.0137 0.20
S 0.287584 4.502875 -1.789539 -0.0440 0.0849 0.0006 -0.31
C 0.232518 2.979234 -1.222532 0.0638 -0.1290 -0.0490 0.20
N 0.184308 1.879906 -0.836269 0.0152 -0.0122 0.0426 -0.54
C 0.620785 -5.336357 1.502274 -0.0243 0.0109 -0.0392 -1.12
Si -0.325082 -3.715968 1.742681 -0.0900 0.0161 -0.0163 1.72
C 0.241046 -2.934385 3.362987 -0.0061 -0.0333 0.0084 -1.12
C -2.127709 -4.268280 2.025982 -0.0297 0.0390 0.0244 -1.12
C -0.145473 -2.559666 0.372750 0.0441 0.1967 -0.2175 -1.70
Si 0.217451 -2.901513 -1.348169 0.0996 -0.0087 0.0566 1.72
C -1.169148 -3.885133 -2.185726 0.0021 0.0001 0.0252 -1.12
C 0.379388 -1.263977 -2.308515 0.0225 0.0076 0.0340 -1.09
C 1.793851 -3.869389 -1.733311 0.0062 0.0301 -0.0256 -1.13
H 0.515032 -5.990082 2.372937 -0.0092 0.0049 0.0018 0.22
H 1.683261 -5.140445 1.343071 0.0028 -0.0061 0.0098 0.23
H 0.249147 -5.885764 0.631606 0.0119 0.0084 -0.0035 0.22
H -0.045997 -3.537212 4.229513 0.0086 0.0018 -0.0051 0.22
H -0.196386 -1.939181 3.484707 -0.0076 -0.0072 -0.0003 0.23
H 1.327823 -2.817569 3.375335 0.0024 0.0166 -0.0138 0.23
H -2.225854 -5.033668 2.801674 -0.0095 -0.0007 0.0068 0.22
H -2.541473 -4.675282 1.096788 0.0097 -0.0101 -0.0026 0.21
H -2.743819 -3.411308 2.322941 0.0170 -0.0101 -0.0086 0.21
H -0.012257 -1.581803 0.894631 0.2151 -0.0571 0.3644 0.20
H -2.097568 -3.307347 -2.220203 -0.0037 -0.0024 0.0057 0.22
H -1.374429 -4.799659 -1.620198 0.0025 0.0012 -0.0039 0.22
H -0.912263 -4.175735 -3.208660 0.0021 0.0057 0.0022 0.22
H -0.331178 -0.478081 -1.954663 0.0443 0.1789 -0.0991 0.22
H 0.048309 -1.351958 -3.347156 -0.0350 -0.0650 0.0118 0.26
H 1.395326 -0.871445 -2.340033 -0.0086 -0.0047 -0.0470 0.25
H 1.762017 -4.863700 -1.280654 -0.0087 0.0034 0.0052 0.23
H 2.663564 -3.347493 -1.326061 -0.0066 -0.0006 0.0044 0.23
H 1.938803 -3.993997 -2.811223 0.0044 -0.0050 0.0018 0.22
```
Positions in Å, forces in eV/Å.

=====

The following is a DFT calculation (ωB97M-V/def2-TZVPD) of a gas-phase ion, C7H10NS (charge +1) at a distorted geometry.

Summary:
max |F| = 4.4 eV/Å
energy above the lowest of the compared OMol25 structures with the same formula, charge and spin = 84.91 kcal per mole
charge = +1
SMILES string = CCC(=S)/C=[N+]1C=C\1C
LUMO = -5.15 eV

```
19
Properties=species:S:1:pos:R:3:forces:R:3:nbo_charge:R:1
C 0.249523 -0.176824 0.701249 2.9858 -0.3978 -2.0208 -0.03
C 1.095007 -0.848214 -0.310662 1.7537 1.4286 -0.7789 -0.06
C 0.553469 2.339815 1.150681 2.6728 -0.5253 -1.1291 0.32
C 1.727675 1.913616 0.688782 -1.5423 0.8410 0.5832 0.08
C -0.464419 3.266943 1.345077 0.0080 2.8674 0.1084 -0.70
C -0.557713 -2.265740 -1.445745 -0.7540 4.3254 0.0130 -0.58
C 0.815002 -2.200278 -0.780141 -1.9593 0.5217 -0.8583 -0.50
N 0.699514 1.002350 0.928811 -1.6512 -0.6905 1.3851 -0.17
S 2.272425 0.077647 -1.007540 -0.0261 -1.3224 -0.8110 0.09
H -0.614339 -0.683324 0.977085 -1.8080 0.2242 0.9834 0.26
H 2.702293 2.131415 0.387041 1.1331 -0.0153 -0.0550 0.29
H -0.769703 3.110974 2.333055 -0.8487 0.2931 1.8386 0.28
H -1.273904 3.003064 0.743718 -1.5862 -0.3895 -1.1505 0.27
H -0.192830 4.348432 1.152517 -0.0347 -1.4251 0.3616 0.29
H -1.439534 -2.125302 -0.760343 0.8440 0.8474 -0.5161 0.20
H -0.776238 -3.218758 -1.727790 -0.0370 -2.6520 -1.6627 0.23
H -0.456532 -1.462159 -2.308887 -1.0897 -1.9321 1.4518 0.22
H 1.392019 -2.614272 -1.581974 1.4375 0.0256 0.4603 0.26
H 0.685457 -2.739011 0.090937 0.5023 -2.0243 1.7973 0.23
```
Positions in Å, forces in eV/Å.

=====

The following is a DFT calculation (ωB97M-V/def2-TZVPD) of a gas-phase ion, C7H10IN2 (charge +1) at a distorted geometry.

Summary:
max |F| = 3.5 eV/Å
energy above the lowest of the compared OMol25 structures with the same formula, charge and spin = 113.80 kcal per mole
charge = +1
LUMO (spin up / spin down) = -6.10 / -6.36 eV

```
20
Properties=species:S:1:pos:R:3:forces:R:3:nbo_charge:R:1
C -1.397998 -0.012812 1.489246 -1.2882 -0.2342 -1.1083 0.14
C -0.523149 0.043857 0.352561 -0.4501 -0.6188 1.2502 0.15
C 0.022385 -0.876713 3.172766 1.3908 0.2577 0.9859 0.17
C -1.116835 0.266730 -0.958183 -1.0607 0.7816 -1.7519 -0.48
C -0.172249 -0.232638 -2.034397 -0.6525 -2.6125 -1.2412 -0.40
C 1.229931 0.304234 -1.920803 0.3022 -0.5573 -0.1267 -0.44
C 1.701444 0.143634 -0.452506 1.2258 0.5867 -1.5163 -0.28
N 0.733998 0.086109 0.524464 -0.7576 0.4494 3.3462 -0.27
N -1.073527 -0.264878 2.788574 0.8199 -0.1910 -2.6529 -0.59
I 1.130865 -0.526679 4.905037 -0.9544 -0.1516 -1.0317 0.41
H -2.487864 0.100788 1.232944 1.1826 0.0922 0.8529 0.23
H -2.189653 -0.091566 -1.185144 1.6652 0.7763 0.8316 0.25
H -0.993663 1.373336 -0.954650 -1.0713 -0.2151 -0.6924 0.24
H -0.127539 -1.416079 -2.002752 -0.2479 2.2185 -0.0345 0.21
H -0.570628 0.038834 -3.036811 0.1198 -0.3486 0.6626 0.24
H 1.864541 -0.435254 -2.485229 -0.3087 1.5108 -0.0467 0.25
H 1.193310 1.374315 -2.330163 0.7790 -1.5076 0.7397 0.23
H 2.153530 -0.827741 -0.204284 0.7399 0.0029 -0.8531 0.26
H 2.459302 0.924222 -0.229722 -0.3678 -0.5510 0.3004 0.24
H -1.836202 0.028303 3.329051 -1.0660 0.3116 2.0864 0.45
```
Positions in Å, forces in eV/Å.

=====

The following is a DFT calculation (ωB97M-V/def2-TZVPD) of a molecular structure, C29H20FN5O5Tl at a distorted geometry.

Summary:
max |F| = 3.2 eV/Å
charge = -1
LUMO = 1.59 eV

```
61
Properties=species:S:1:pos:R:3:forces:R:3:mulliken_charge:R:1
Tl -1.051463 0.180119 -0.231041 -0.7436 0.8923 -1.1151 1.56
C -4.477215 5.683468 -0.778445 -1.1816 -1.8917 1.7533 -0.66
C -3.184777 5.210741 -0.870072 1.0131 0.9955 -0.9607 -0.37
C -2.812711 3.854874 -0.881185 -1.2984 0.3658 0.5721 0.26
C -3.871250 2.983905 -0.620487 -1.6177 -0.2822 -1.1387 0.30
C -5.228620 3.394225 -0.487186 0.8743 1.3295 0.4951 -0.39
C -5.507449 4.746092 -0.400128 0.7687 0.5178 -1.4683 -0.63
N -3.667739 1.596398 -0.617518 -1.1872 -2.4438 1.6341 0.23
N -4.564162 0.923775 0.004634 2.0956 1.1977 -0.1131 -0.56
C -4.190204 -0.434548 0.237449 -1.0034 -0.6895 0.7480 0.24
C -5.237843 -1.249555 0.752002 0.4816 -0.8365 -1.7576 -0.54
C -5.091224 -2.663159 0.807356 1.6135 1.7431 -0.1666 -0.54
C -3.821724 -3.214267 0.473244 -1.3934 1.4485 -0.1912 -0.38
C -2.819225 -2.372751 -0.049580 -0.8707 -0.3549 1.7393 -0.41
C -2.924257 -0.988099 0.057333 0.3727 0.1979 -0.9465 -0.01
H -4.778549 6.714211 -0.811150 0.4318 0.3937 -0.0606 0.38
H -2.368874 5.945362 -0.989855 -0.4296 -0.3358 -0.1295 0.30
H -0.757872 3.981053 -1.584995 -0.0389 0.6407 -0.1696 0.42
H -5.993055 2.637673 -0.425349 -0.0045 0.0195 0.2810 0.41
H -6.506846 5.117398 -0.185710 0.0626 -0.1469 -0.2179 0.34
H -6.203548 -0.763992 0.842468 -0.0185 -0.1464 0.2529 0.37
H -5.947920 -3.262506 1.032357 -0.1519 -0.3914 0.4609 0.39
H -3.630944 -4.247374 0.687492 0.0277 -0.5149 -0.5030 0.40
H -1.945111 -2.857208 -0.418998 0.8611 0.0649 0.0354 0.31
C -0.882898 3.632796 0.513890 0.4047 2.0673 0.4933 -1.15
C -1.361944 3.387330 -0.900428 -0.9820 -0.4136 0.6615 0.33
O -1.325183 2.101977 -1.312572 1.5054 -2.1073 -0.3279 -0.78
H -1.364653 4.632063 0.767024 0.8457 -1.1679 0.4524 0.47
H 0.203272 3.776303 0.539886 -0.1461 -0.2475 0.1488 0.20
H -1.148963 2.863048 1.251038 -0.2178 0.1630 -0.3489 0.19
F 5.954613 3.918146 0.077526 -0.4025 -1.0181 -0.7147 -0.29
C 5.738019 2.567307 0.007693 0.7733 -0.1458 0.7483 0.24
C 4.511803 2.020707 0.067641 -0.2946 -0.3744 0.6539 -0.13
N 4.323236 0.645870 0.394446 -1.8065 2.2790 -0.6592 0.17
C 2.914416 0.143456 0.539314 -0.1083 -3.0835 0.3119 -0.56
C 1.758944 1.032811 1.130909 1.6952 1.0847 0.6014 0.59
O 2.138005 2.169604 1.462473 -1.2294 -0.9286 -0.1422 -0.69
O 0.592796 0.499837 1.295473 0.8713 0.3327 -0.4402 -0.73
C 5.370246 -0.195644 0.591815 -1.0309 -1.3631 0.6534 0.54
O 5.226174 -1.405633 0.820903 0.6959 1.5468 -0.3117 -0.67
N 6.586619 0.443487 0.591982 1.3142 -0.4835 -0.1610 -0.07
C 6.956662 1.733904 0.241150 -1.5028 1.2581 0.2843 0.26
O 8.096753 2.139874 0.258135 -0.0845 -0.4471 -0.0687 -0.62
H 3.580150 2.617761 0.038424 0.8294 -0.5211 0.0293 0.43
H 3.033774 -0.845712 1.140980 -0.3430 1.8692 -0.6986 0.29
H 2.568410 -0.268618 -0.418153 0.0770 0.3439 -0.0328 0.16
H 7.363293 -0.128241 0.882943 0.0687 -0.2757 -0.1209 0.23
N 2.962402 -8.584966 0.189130 -0.0898 0.9042 -0.6065 -0.54
C 2.788633 -7.467544 -0.065260 1.2420 -1.9860 0.9669 0.01
C 2.460159 -6.102035 -0.152257 -0.7334 -0.3081 0.5926 0.61
C 3.259143 -5.069114 -0.507013 1.5921 1.0009 -1.5236 -0.73
C 2.725104 -3.840706 -0.815131 -1.4335 1.0216 -0.0087 -0.43
C 1.338093 -3.578874 -0.553268 0.5758 -1.2040 0.0596 0.65
C 0.531305 -4.623362 -0.000386 1.0440 -0.2522 -0.5472 -0.48
C 1.151406 -5.875950 0.157047 -2.0077 1.2991 -0.2320 -0.55
C 0.783257 -2.328511 -0.933315 -1.7519 1.7825 -0.7732 -0.13
C 0.142377 -1.324784 -1.293072 1.6466 -1.7130 0.8056 -0.72
H 4.292202 -5.253837 -0.735019 0.3545 -0.0357 -0.0331 0.44
H 3.270946 -3.053742 -1.374854 -0.1111 -0.6584 0.8692 0.35
H -0.557291 -4.541142 0.153924 0.8208 0.2544 0.0147 0.28
H 0.601317 -6.753676 0.404339 -0.7438 -0.2456 0.3701 0.42
```
Positions in Å, forces in eV/Å.

=====

The following is a DFT calculation (ωB97M-V/def2-TZVPD) of 3 unconnected molecules or ions with the total composition C2H11N2O2 at a distorted geometry.

Summary:
max |F| = 3.1 eV/Å
energy above the lowest of the compared OMol25 structures with the same formula, charge and spin = 74.60 kcal per mole
charge = +1
LUMO = -4.00 eV

```
17
Properties=species:S:1:pos:R:3:forces:R:3:nbo_charge:R:1
C 0.242083 0.997160 -1.226234 0.4647 3.0164 0.6546 0.04
C -1.092299 0.996839 -1.210057 -0.5270 -1.7369 -0.6178 -0.10
N -1.745838 -0.274746 -0.757911 -0.2049 0.6173 2.7906 -0.70
N 1.084198 0.751577 -0.086467 0.2021 -2.6871 -1.4080 -0.85
H 0.744477 1.575009 -1.999474 -0.4754 0.6598 0.1050 0.22
H -1.838443 1.645953 -1.631363 0.4054 0.0181 -1.0634 0.24
H -2.527078 -0.192747 -0.092269 -0.3280 0.5159 -0.4421 0.44
H -1.106519 -0.787925 -0.136601 0.3840 -0.3964 -0.7169 0.46
H -2.085147 -0.808350 -1.553380 0.3220 -0.2795 -0.0604 0.45
H 1.653345 -0.047961 -0.405960 0.0088 -0.2188 0.8383 0.37
H 1.850436 1.433707 -0.090857 -0.2862 0.3046 -0.0534 0.43
H -1.952812 -3.919452 2.794170 -0.0406 -0.0716 0.0595 0.48
H -3.370670 -4.030236 2.217300 0.1291 0.0044 0.0603 0.48
O -2.547214 -3.534441 2.144599 -0.0661 0.1595 -0.2006 -0.96
H 4.272486 1.099649 0.753424 0.0627 -0.0848 -0.2966 0.48
H 3.667518 2.437275 1.010194 0.0251 0.2314 -0.1951 0.48
O 3.800908 1.805603 0.291345 -0.0756 -0.0522 0.5461 -0.95
```
Positions in Å, forces in eV/Å.

=====

The following is a DFT calculation (ωB97M-V/def2-TZVPD) of 2 unconnected molecules or ions with the total composition C5H11O3.

Summary:
max |F| = 0.5 eV/Å
energy above the lowest of the compared OMol25 structures with the same formula, charge and spin = 3.33 kcal per mole
charge = -1
LUMO = 3.96 eV

```
19
Properties=species:S:1:pos:R:3:forces:R:3:nbo_charge:R:1
C 1.562530 3.108500 0.279131 -0.3686 0.1542 -0.2458 -0.73
C 0.253360 2.335117 0.016704 0.1173 -0.0425 -0.1714 0.77
O -0.674898 2.434257 0.830757 0.0848 -0.0092 0.1148 -0.75
O 0.261984 1.688425 -1.078276 -0.0239 -0.0311 0.1881 -0.82
H 2.355616 2.626562 -0.285700 0.2539 0.0209 0.2098 0.20
H 1.788232 3.259685 1.334790 0.0042 -0.2419 -0.0073 0.20
H 1.406821 4.097861 -0.152225 0.0758 0.1570 -0.0649 0.20
C -0.543575 -1.207332 0.003701 -0.0277 -0.0005 0.1269 0.10
C -1.532786 -2.034037 0.801207 -0.2346 -0.1051 -0.3612 -0.62
C 0.469356 -2.103581 -0.700534 -0.2286 0.1931 0.0527 -0.63
O -1.279064 -0.437754 -0.909599 0.0961 -0.1409 -0.2063 -0.78
H -0.010609 -0.535067 0.677181 0.1674 0.1026 0.1804 0.16
H -1.065701 -2.819738 1.398370 0.0548 0.1010 0.0992 0.18
H -0.066213 -2.718425 -1.427049 0.0742 -0.1739 0.0290 0.19
H 1.170482 -1.476203 -1.242614 0.2199 -0.0011 -0.0557 0.22
H 0.993693 -2.728062 0.031268 0.0603 -0.0201 -0.1955 0.18
H -0.752898 0.398309 -1.061767 -0.1835 0.1531 0.0336 0.52
H -2.191642 -2.504341 0.066069 -0.0853 -0.1405 0.0906 0.20
H -2.144694 -1.384170 1.418590 -0.0566 0.0249 0.1832 0.21
```
Positions in Å, forces in eV/Å.